Here is 7 unconnected molecules or ions with the total composition C5H26N3O6 in a non-equilibrium geometry from the Open Molecules 2025 dataset. Energies are from the ωB97M-V functional and the def2-TZVPD basis.

Results
Total charge: +2
Kohn-Sham gap (alpha / beta), Eh: 0.3852 / 0.2611
2S+1: 2
HOMO level (alpha / beta), Eh: -0.624 / -0.624

```
40
Properties=species:S:1:pos:R:3:lowdin_charge:R:1
C 2.03522 2.65846 -0.23575 -0.017
C 1.56944 1.24992 -0.43220 -0.322
C 0.99422 1.11555 -1.88885 -0.071
C -0.05762 0.10493 -2.18589 -0.213
C -1.34339 0.41632 -1.76985 -0.087
N -2.48905 -0.23682 -2.00082 0.240
N 0.09181 -1.28718 -2.57617 0.150
N 0.57640 0.75084 0.59071 0.195
H 1.98919 2.96040 0.82174 0.102
H 1.58438 3.44658 -0.84636 0.104
H 3.11861 2.54642 -0.37578 0.112
H 2.41514 0.58573 -0.35517 0.129
H 0.64972 1.94746 -2.47506 0.136
H 1.95833 0.76351 -2.40858 0.174
H -1.47247 1.47410 -1.42156 0.164
H -3.44454 0.11675 -1.83906 0.167
H -2.49330 -1.24677 -2.22676 0.157
H -0.00209 -1.33726 -3.61043 0.151
H 0.95540 -1.70496 -2.26332 0.078
H 0.85407 0.97204 1.54575 0.118
H -0.37874 1.14746 0.22519 0.164
H 0.45702 -0.27571 0.45423 0.079
H -0.68273 -2.19597 -0.16199 0.053
H -0.63788 -1.93053 1.39026 0.052
O -0.12363 -1.96440 0.58084 -0.048
H -3.71920 1.39939 1.29062 0.093
H -2.73473 2.32175 2.18664 0.059
O -2.79587 1.74773 1.42159 -0.074
H 2.25474 -2.01093 2.79932 0.064
H 2.26814 -2.06801 1.36606 0.019
O 2.21251 -1.37630 2.07124 -0.077
H -0.89095 0.27243 3.53959 0.069
H -0.04898 1.65247 3.58924 0.080
O -0.43265 0.95529 3.04628 -0.038
H -2.77755 -1.77400 1.82713 0.070
H -2.36822 -0.16706 1.57725 -0.005
O -2.55436 -1.05413 1.23606 -0.061
H 1.94971 -1.51562 -0.42786 -0.030
H 3.46474 -1.94986 -0.56426 0.090
O 2.55018 -2.25199 -0.48661 -0.025
```